A structure of composition C37H38N8O6RbS, computed with ωB97M-V with the def2-TZVPD basis set.

Calculated values
Energy above the lowest of the compared OMol25 structures with the same formula, charge and spin   3.7 kcal/mol
HOMO level   -5.074 eV

Geometry as ORCA input:
```
! wB97M-V def2-TZVPD RIJCOSX def2/J DEFGRID3
* xyz -1 1
Rb 0.08 0.39 -0.40
O 0.25 7.45 3.03
C -0.77 6.97 2.50
O -1.87 7.48 2.26
C -0.63 5.48 2.09
C 0.55 4.78 2.28
C 0.63 3.45 1.91
N -0.40 2.80 1.36
C -1.53 3.47 1.17
C -1.70 4.80 1.52
C -2.67 2.70 0.57
C -3.61 3.34 -0.23
C -4.67 2.61 -0.73
C -4.76 1.26 -0.42
C -3.77 0.71 0.38
N -2.75 1.40 0.86
C 1.89 2.67 2.11
C 2.88 3.12 3.00
C 4.04 2.38 3.14
C 4.20 1.22 2.39
C 3.17 0.85 1.55
N 2.04 1.55 1.41
H 1.37 5.34 2.71
H -2.63 5.34 1.39
H -3.50 4.39 -0.46
H -5.42 3.08 -1.35
H -5.58 0.64 -0.78
H -3.80 -0.34 0.64
H 2.73 4.02 3.57
H 4.81 2.71 3.82
H 5.09 0.62 2.47
H 3.24 -0.05 0.94
N 0.80 -3.21 1.38
C 1.09 -2.61 2.69
C -0.19 -2.38 3.50
C -1.11 -1.31 2.92
N -0.44 -0.03 2.84
H 1.62 -3.66 1.01
H 0.57 -2.48 0.70
H 1.63 -1.66 2.61
H 1.73 -3.31 3.24
H 0.09 -2.09 4.51
H -0.74 -3.33 3.58
H -2.04 -1.29 3.51
H -1.41 -1.58 1.90
H -0.27 0.36 3.76
H -0.98 0.65 2.32
C 4.63 0.73 -2.38
C 3.21 0.19 -2.35
O 2.36 0.85 -1.75
C 2.91 -1.05 -3.05
C 3.75 -1.46 -4.10
C 3.50 -2.57 -4.86
C 2.36 -3.34 -4.56
C 1.53 -3.01 -3.53
C 1.76 -1.86 -2.68
O 1.01 -1.63 -1.69
H 4.71 1.50 -1.61
H 4.83 1.20 -3.35
H 5.37 -0.05 -2.23
H 4.62 -0.86 -4.33
H 4.15 -2.85 -5.68
H 2.13 -4.22 -5.16
H 0.66 -3.61 -3.29
S -0.59 1.22 -5.40
C -2.24 1.46 -5.00
C -2.39 1.47 -3.65
N -1.24 1.30 -2.93
C -0.22 1.16 -3.73
H -3.00 1.58 -5.76
H -3.32 1.61 -3.13
H 0.79 0.99 -3.38
O -2.55 -7.01 3.01
C -1.65 -6.97 1.93
N -1.75 -5.75 1.16
C -2.90 -5.52 0.48
O -3.81 -6.35 0.47
C -3.00 -4.25 -0.30
C -4.05 -4.03 -1.17
C -4.08 -2.84 -1.88
C -3.07 -1.91 -1.67
N -2.07 -2.10 -0.82
C -2.05 -3.25 -0.16
H -3.43 -7.04 2.60
H -1.82 -7.82 1.26
H -0.65 -7.02 2.35
H -1.03 -5.05 1.24
H -4.81 -4.80 -1.28
H -4.88 -2.64 -2.59
H -3.06 -0.98 -2.22
H -1.21 -3.37 0.51
*
```

Atomic partial charges in e from the Löwdin method, atoms 1 to 6: atom 1 (Rb): 0.88, atom 2 (O): -0.05, atom 3 (C): -0.70, atom 4 (O): -0.05, atom 5 (C): -0.08, atom 6 (C): 0.05


A structure of composition C5H11NO2 in a non-equilibrium geometry, computed with ωB97M-V with the def2-TZVPD basis set.

Calculated values
Energy above the lowest of the compared OMol25 structures with the same formula, charge and spin   240.5 kcal/mol
HOMO level   -8.681 eV

Geometry as ORCA input:
```
! wB97M-V def2-TZVPD RIJCOSX def2/J DEFGRID3
* xyz 0 1
C 0.35 -1.20 1.12
C 0.91 -0.66 -0.17
C -0.22 -0.41 -1.36
C 0.24 0.71 -0.46
C -0.79 1.40 0.65
H 1.07 -1.24 2.00
H -0.38 -2.48 1.19
H -0.53 -0.33 1.77
H 2.59 -0.32 -1.17
H 0.25 -0.32 -2.42
H -1.59 -1.57 -0.62
H -2.37 -0.23 -0.41
H -1.82 1.69 -0.18
H -0.07 2.48 1.10
H -1.16 0.70 1.38
H 1.91 1.70 0.21
N -1.67 -0.81 -1.28
O 2.11 -0.98 -0.59
O 1.17 1.86 -0.77
*
```

Atomic partial charges in e from the Löwdin method, atoms 1 to 6: atom 1 (C): -0.06, atom 2 (C): -0.53, atom 3 (C): -0.19, atom 4 (C): -0.44, atom 5 (C): -0.06, atom 6 (H): 0.06


The ion CH7BN with charge +1 in a non-equilibrium geometry, computed with ωB97M-V with the def2-TZVPD basis set.

Calculated values
Energy above the lowest of the compared OMol25 structures with the same formula, charge and spin   17.7 kcal/mol
HOMO level   -16.538 eV
SMILES string   BC[NH3+]

Geometry as ORCA input:
```
! wB97M-V def2-TZVPD RIJCOSX def2/J DEFGRID3
* xyz 1 1
B -1.47 0.20 0.00
C -0.03 -0.61 -0.12
N 1.18 0.23 -0.04
H -1.44 1.36 0.28
H -2.57 -0.01 -0.28
H 0.10 -1.18 0.73
H 0.07 -1.31 -0.85
H 0.87 0.74 0.75
H 1.32 0.74 -0.85
H 1.98 -0.18 0.38
*
```

Atomic partial charges in e from the Löwdin method, atoms 1 to 6: atom 1 (B): 0.20, atom 2 (C): -0.12, atom 3 (N): 0.20, atom 4 (H): 0.03, atom 5 (H): 0.03, atom 6 (H): 0.10


A cluster of 2 separate species, C2H8Cl2NSi in total in a non-equilibrium geometry, computed with ωB97M-V with the def2-TZVPD basis set.

Calculated values
Energy above the lowest of the compared OMol25 structures with the same formula, charge and spin   63.7 kcal/mol
HOMO level   -14.275 eV

Geometry as ORCA input:
```
! wB97M-V def2-TZVPD RIJCOSX def2/J DEFGRID3
* xyz 1 1
C 1.07 0.48 0.81
C -0.13 0.73 -1.00
N 1.48 -0.91 0.62
Si -1.84 0.02 -0.56
Cl -2.97 1.28 0.65
Cl -1.58 -1.79 0.33
H 1.56 1.45 0.66
H 0.25 0.75 1.48
H -0.25 1.82 -1.25
H 0.48 0.11 -1.53
H 0.65 -1.57 0.49
H 2.03 -1.32 1.47
H 1.98 -0.91 -0.26
H -2.72 -0.12 -1.91
*
```

Atomic partial charges in e from the Löwdin method, atoms 1 to 6: atom 1 (C): -0.05, atom 2 (C): -0.16, atom 3 (N): 0.10, atom 4 (Si): -0.21, atom 5 (Cl): 0.27, atom 6 (Cl): 0.37


A structure of composition C22H35NO3P2SZr in a non-equilibrium geometry, computed with ωB97M-V with the def2-TZVPD basis set.

Calculated values
Energy above the lowest of the compared OMol25 structures with the same formula, charge and spin   0.0 kcal/mol
HOMO level (alpha / beta)   -11.758 / -11.755 eV

Geometry as ORCA input:
```
! wB97M-V def2-TZVPD RIJCOSX def2/J DEFGRID3
* xyz 2 1
P 0.02 -1.90 -3.24
P 0.37 1.58 -3.21
C -0.25 -0.78 -4.71
C 0.51 0.56 -4.74
H -1.33 -0.61 -4.76
H 0.03 -1.37 -5.60
H 1.57 0.41 -4.94
H 0.12 1.17 -5.57
C -1.31 2.32 -3.59
H -1.61 2.95 -2.75
H -2.05 1.51 -3.70
H -1.25 2.92 -4.51
C 1.42 3.03 -3.53
H 1.06 3.56 -4.41
H 2.44 2.70 -3.67
H 1.39 3.69 -2.66
C -1.05 -3.28 -3.76
H -1.04 -4.05 -3.00
H -0.70 -3.69 -4.70
H -2.07 -2.92 -3.87
C 1.69 -2.49 -3.73
H 2.38 -1.65 -3.73
H 1.62 -2.94 -4.72
H 2.04 -3.23 -3.00
Zr 1.83 -0.93 2.50
C 0.41 2.09 -0.72
C -0.95 1.88 -0.57
C -1.79 0.69 -1.09
C -2.11 -0.54 -0.19
C -1.05 -1.55 -0.08
C 0.31 -1.38 -0.14
C 0.98 -0.29 -0.91
C 1.41 1.05 -0.26
C 1.21 -2.71 3.57
H 0.83 3.12 -0.95
H -1.56 2.65 -0.06
H -1.50 0.26 -2.07
H -2.76 1.18 -1.35
H -2.42 -0.14 0.78
H -3.00 -1.04 -0.58
H -1.37 -2.57 0.17
H 0.99 -2.28 0.00
H 0.27 -0.06 -1.74
H 1.81 -0.71 -1.50
H 1.57 0.96 0.82
H 2.37 1.37 -0.69
H 1.75 -2.86 4.52
H 1.38 -3.62 2.96
H 0.14 -2.63 3.79
O -1.98 -0.66 3.27
C -1.05 -0.12 3.85
N 0.15 0.14 3.18
S 0.97 1.49 3.82
O 2.33 0.87 3.45
O 0.49 2.67 3.15
C 0.25 1.13 5.37
C 0.79 1.47 6.61
C 0.23 0.87 7.74
C -0.94 0.12 7.64
C -1.52 -0.10 6.40
C -0.85 0.31 5.25
H 1.62 2.17 6.65
H 0.68 1.05 8.72
H -1.40 -0.29 8.54
H -2.50 -0.56 6.26
*
```

Atomic partial charges in e from the Löwdin method, atoms 1 to 6: atom 1 (P): 0.90, atom 2 (P): 0.92, atom 3 (C): -0.40, atom 4 (C): -0.39, atom 5 (H): 0.07, atom 6 (H): 0.09


An isolated molecule of C2H7N3O2 in a non-equilibrium geometry, computed with ωB97M-V with the def2-TZVPD basis set.

Calculated values
Energy above the lowest of the compared OMol25 structures with the same formula, charge and spin   76.6 kcal/mol
HOMO level   -9.507 eV
SMILES string   NN[C@H](N)C(=O)O

Geometry as ORCA input:
```
! wB97M-V def2-TZVPD RIJCOSX def2/J DEFGRID3
* xyz 0 1
C 1.10 0.27 1.42
C 0.44 -0.29 0.14
N -0.49 -1.40 0.36
N -0.61 0.93 -0.33
N -0.81 0.58 -1.79
O 1.30 -0.38 2.39
O 1.61 1.49 1.17
H 1.17 -0.30 -0.68
H -0.76 -2.07 -0.37
H -0.14 -2.05 1.22
H -1.53 0.55 0.19
H -1.14 -0.46 -1.87
H -1.45 1.26 -2.14
H 1.31 1.87 0.30
*
```

Atomic partial charges in e from the Löwdin method, atoms 1 to 6: atom 1 (C): -0.51, atom 2 (C): -0.27, atom 3 (N): 0.01, atom 4 (N): -0.11, atom 5 (N): -0.07, atom 6 (O): 0.13


A structure of composition C12H24N in a non-equilibrium geometry, computed with ωB97M-V with the def2-TZVPD basis set.

Calculated values
HOMO level (alpha / beta)   -9.436 / -14.185 eV

Geometry as ORCA input:
```
! wB97M-V def2-TZVPD RIJCOSX def2/J DEFGRID3
* xyz 1 3
C -0.88 -0.21 -0.07
C 0.05 1.00 -0.09
C 0.87 -1.20 -0.08
C 1.46 0.26 0.15
C -0.36 2.11 0.87
C -0.05 1.56 -1.49
C 1.00 -1.79 -1.49
C 0.80 -2.07 1.11
C 2.52 0.74 -0.79
C 1.95 0.50 1.62
C -2.47 -1.77 0.03
C -3.17 0.64 0.06
N -2.11 -0.38 -0.01
H -1.43 2.26 0.83
H 0.36 2.94 0.81
H -0.17 1.70 1.95
H 0.48 0.89 -2.24
H 0.42 2.63 -1.52
H -1.04 1.73 -1.77
H 0.56 -1.17 -2.27
H 0.51 -2.68 -1.44
H 1.93 -1.96 -1.84
H 1.76 -2.27 1.41
H 0.24 -2.92 1.03
H 0.24 -1.45 1.92
H 3.49 0.58 -0.34
H 2.50 1.82 -0.98
H 2.46 0.37 -1.84
H 1.10 0.46 2.27
H 2.29 1.56 1.81
H 2.81 -0.27 1.87
H -3.46 -1.91 -0.54
H -2.50 -2.13 1.16
H -1.72 -2.34 -0.56
H -3.00 1.46 -0.58
H -3.27 1.08 1.10
H -4.20 0.22 -0.09
*
```

Atomic partial charges in e from the Löwdin method, atoms 1 to 6: atom 1 (C): -0.04, atom 2 (C): -0.44, atom 3 (C): -0.13, atom 4 (C): -0.39, atom 5 (C): -0.01, atom 6 (C): -0.03


A cluster of 2 separate species, C2H7ClNP in total in a non-equilibrium geometry, computed with ωB97M-V with the def2-TZVPD basis set.

Calculated values
Energy above the lowest of the compared OMol25 structures with the same formula, charge and spin   92.9 kcal/mol
HOMO level (alpha / beta)   -7.495 / -8.783 eV

Geometry as ORCA input:
```
! wB97M-V def2-TZVPD RIJCOSX def2/J DEFGRID3
* xyz 0 1
C 1.35 -0.09 -0.87
C -1.49 -0.01 -0.49
N -1.52 -0.17 0.96
P 1.59 1.15 0.33
Cl -2.35 -1.12 -1.40
H 1.26 0.42 -1.82
H 1.42 -1.10 -0.67
H -1.17 0.97 -0.92
H -2.04 -0.96 1.19
H -0.50 -0.30 1.28
H 2.70 0.58 1.07
H 0.73 0.62 1.35
*
```

Atomic partial charges in e from the Löwdin method, atoms 1 to 6: atom 1 (C): -0.39, atom 2 (C): -0.72, atom 3 (N): -0.05, atom 4 (P): 0.69, atom 5 (Cl): 0.63, atom 6 (H): -0.01


What did the fourth record say?
A cluster of 2 separate species, C2H8Cl2NSi in total in a non-equilibrium geometry, computed with ωB97M-V with the def2-TZVPD basis set.

Calculated values
Energy above the lowest of the compared OMol25 structures with the same formula, charge and spin   63.7 kcal/mol
HOMO level   -14.275 eV

Geometry as ORCA input:
```
! wB97M-V def2-TZVPD RIJCOSX def2/J DEFGRID3
* xyz 1 1
C 1.07 0.48 0.81
C -0.13 0.73 -1.00
N 1.48 -0.91 0.62
Si -1.84 0.02 -0.56
Cl -2.97 1.28 0.65
Cl -1.58 -1.79 0.33
H 1.56 1.45 0.66
H 0.25 0.75 1.48
H -0.25 1.82 -1.25
H 0.48 0.11 -1.53
H 0.65 -1.57 0.49
H 2.03 -1.32 1.47
H 1.98 -0.91 -0.26
H -2.72 -0.12 -1.91
*
```

Atomic partial charges in e from the Löwdin method, atoms 1 to 6: atom 1 (C): -0.05, atom 2 (C): -0.16, atom 3 (N): 0.10, atom 4 (Si): -0.21, atom 5 (Cl): 0.27, atom 6 (Cl): 0.37